This record from OMol25 describes a cluster of 2 separate species, C5H14 in total in a non-equilibrium geometry. The level of theory is ωB97M-V with the def2-TZVPD basis set.

```
! wB97M-V def2-TZVPD RIJCOSX def2/J DEFGRID3
* xyz 0 1
C 0.7122 0.6429 2.0079
C 1.5035 1.8014 1.3990
H -0.3494 0.7073 1.7333
H 0.9597 -0.3598 1.6669
H 0.6420 0.6632 3.0942
H 1.6608 2.6497 2.0529
H 1.0016 2.1084 0.4811
H 2.4323 1.3835 0.9970
C -0.8121 -0.3560 -0.9394
C -1.7841 -1.4748 -0.6931
C 0.2811 -0.7046 -1.9443
H -1.3388 0.4684 -1.4392
H -0.4311 0.0944 -0.0305
H -2.6020 -1.1194 -0.0419
H -1.4695 -2.3463 -0.1010
H 0.7650 0.2231 -2.2665
H 1.1395 -1.2680 -1.5569
H -2.2673 -1.9115 -1.5610
H -0.0434 -1.2020 -2.8585
*
```

Values from the calculation:
ΔE to the lowest compared entry with this formula, charge and spin = 52.3 kJ/mol
SMILES string = CCC.CC
HOMO energy = -11.09 eV

This record from OMol25 describes a cluster of 2 separate species, C5H14 in total in a non-equilibrium geometry. The level of theory is ωB97M-V with the def2-TZVPD basis set.

```
! wB97M-V def2-TZVPD RIJCOSX def2/J DEFGRID3
* xyz 0 1
C 1.8617 -1.0141 -1.1772
C 0.7024 -1.8105 -1.7398
C 1.6133 -0.7085 0.2985
H 2.8866 -1.6522 -0.9645
H 1.9643 -0.1107 -1.8267
H 0.2992 -1.3003 -2.6814
H 2.5242 -0.7007 1.0262
H 1.0470 0.2345 0.4271
H 0.9189 -1.3897 0.8474
H 1.0594 -2.8568 -2.0555
H -0.1966 -1.9858 -1.0849
C -1.1844 1.6896 0.5788
C -2.3911 1.5328 1.5784
H -0.2901 1.3117 1.0327
H -1.4300 1.2720 -0.3383
H -1.1483 2.8164 0.4818
H -2.6801 0.5181 1.8539
H -3.2801 1.9624 1.2404
H -2.2761 2.1918 2.5031
*
```

Values from the calculation:
ΔE to the lowest compared entry with this formula, charge and spin = 152.7 kJ/mol
SMILES string = CCC.CC
HOMO energy = -10.64 eV

This record from OMol25 describes a cluster of 2 separate species, C5H14 in total in a non-equilibrium geometry. The level of theory is ωB97M-V with the def2-TZVPD basis set.

```
! wB97M-V def2-TZVPD RIJCOSX def2/J DEFGRID3
* xyz 0 1
C -0.3405 -2.4297 0.7504
C -0.4648 -0.8929 0.8900
C 0.5065 -2.8448 -0.4593
H 0.0198 -2.8751 1.6739
H -1.3499 -2.7893 0.5744
H -0.2439 -0.4498 1.8624
H -0.1232 -3.0241 -1.3302
H -1.5373 -0.6229 0.9084
H -0.0982 -0.3539 0.0217
H 1.2528 -2.1298 -0.8173
H 1.1040 -3.7255 -0.2118
C -0.4223 2.9294 0.0169
C 0.7592 2.6688 -0.9209
H -0.2306 3.5347 0.8930
H -1.2413 3.4128 -0.5212
H -0.8571 1.9313 0.1250
H 0.4254 2.3006 -1.8897
H 1.3739 1.8685 -0.5244
H 1.4675 3.4917 -1.0414
*
```

Values from the calculation:
ΔE to the lowest compared entry with this formula, charge and spin = 69.1 kJ/mol
SMILES string = CCC.CC
HOMO energy = -11.13 eV

This record from OMol25 describes a cluster of 2 separate species, C5H14 in total in a non-equilibrium geometry. The level of theory is ωB97M-V with the def2-TZVPD basis set.

```
! wB97M-V def2-TZVPD RIJCOSX def2/J DEFGRID3
* xyz 0 1
C 1.2356 0.4438 -0.8214
C 1.7566 -0.9972 -0.9356
C 0.9040 1.0899 -2.1855
H 0.3109 0.4541 -0.2647
H 2.0136 1.0738 -0.4075
H 2.6927 -1.0380 -1.4257
H 0.0882 0.4737 -2.5888
H 0.7050 2.1405 -2.3554
H 1.6819 0.8585 -2.9404
H 1.9718 -1.2482 0.1045
H 1.1323 -1.7187 -1.4657
C -1.2792 -0.3331 1.3929
C -2.3987 -0.0205 2.4271
H -0.5157 -0.9720 1.8335
H -1.7093 -0.8360 0.5503
H -0.7791 0.5584 1.0070
H -2.3641 -0.8864 3.1251
H -2.0632 0.8529 2.9820
H -3.3834 0.1046 1.9681
*
```

Values from the calculation:
ΔE to the lowest compared entry with this formula, charge and spin = 67.7 kJ/mol
SMILES string = CCC.CC
HOMO energy = -11.14 eV